No. 1
Formula: C3H5IN3
Source: the Open Molecules 2025 dataset
Level of theory: ωB97M-V/def2-TZVPD

Geometry (Å):
1 C -1.969 -0.014 0.068
2 C -0.300 -1.368 0.331
3 C 1.597 0.080 -0.092
4 N -1.636 -1.257 0.269
5 N -0.831 0.668 -0.050
6 N 0.188 -0.200 -0.021
7 I -0.406 3.695 -1.045
8 H -2.913 0.512 0.202
9 H 0.323 -2.222 0.717
10 H 2.018 -0.948 0.100
11 H 1.803 0.368 -1.095
12 H 2.126 0.687 0.616

The calculation puts the energy relative to the best compared isomer or geometry (same formula, charge and spin) at 83.5 kcal/mol. The total charge is +1. As for the HOMO energy (alpha / beta): -14.181 / -14.260 eV. For the total energy, the calculation gives -15751.6252 eV. The value obtained for the LUMO energy (alpha / beta) is -0.3387 / -0.3396 Ha. As for the frontier orbital gap (alpha / beta): 4.965 / 5.019 eV.



No. 2
Formula: C4H4O
Source: the Open Molecules 2025 dataset
Level of theory: ωB97M-V/def2-TZVPD

Geometry (Å):
1 O -2.249 0.622 0.371
2 C -1.311 0.456 -0.365
3 C -0.300 -0.674 -0.217
4 C 0.967 -0.133 0.286
5 C 1.971 0.364 0.725
6 H -1.100 1.142 -1.211
7 H -0.147 -1.131 -1.202
8 H -0.691 -1.429 0.472
9 H 2.860 0.782 1.141

The calculation puts the energy relative to the best compared isomer or geometry (same formula, charge and spin) at 35.3 kcal/mol. As for the HOMO energy: -9.951 eV. For the total energy, the calculation gives -6257.8479 eV. The value obtained for the LUMO energy is 0.0347 Ha. Its SMILES is C#CCC=O. As for the frontier orbital gap: 10.894 eV.



No. 3
Formula: C29H47N7
Source: the Open Molecules 2025 dataset
Level of theory: ωB97M-V/def2-TZVPD

Geometry (Å):
1 N 8.068 0.325 3.844
2 C 8.849 -0.732 4.014
3 C 8.412 -1.974 3.536
4 C 7.166 -2.125 2.829
5 C 6.399 -0.950 2.789
6 C 6.906 0.201 3.289
7 H 9.729 -0.538 4.610
8 H 9.133 -2.773 3.630
9 H 6.832 -3.078 2.446
10 H 5.487 -1.024 2.215
11 H 6.212 1.027 3.249
12 C -0.186 -3.298 -8.178
13 C -0.052 -2.271 -7.087
14 C -0.671 -2.575 -5.766
15 C -1.052 -3.892 -5.407
16 N -1.326 -4.919 -5.099
17 H -1.234 -3.431 -8.448
18 H 0.084 -4.305 -7.860
19 H 0.467 -3.134 -9.035
20 H -0.414 -1.321 -7.481
21 H 1.021 -2.111 -6.972
22 H -1.474 -1.838 -5.779
23 H 0.093 -2.339 -5.024
24 C -8.369 -0.219 2.520
25 C -9.152 -1.357 1.976
26 C -10.091 -2.093 2.932
27 C -10.747 -1.444 4.109
28 N -11.165 -0.904 5.027
29 H -7.610 0.317 1.950
30 H -7.776 -0.636 3.334
31 H -8.993 0.383 3.181
32 H -8.578 -2.147 1.491
33 H -9.795 -0.949 1.196
34 H -9.401 -2.696 3.523
35 H -10.902 -2.685 2.509
36 C -1.795 1.672 -0.300
37 C -0.565 2.203 0.523
38 C -0.167 1.211 1.668
39 C -0.147 -0.232 1.329
40 N -0.078 -1.367 1.022
41 H -1.382 0.989 -1.042
42 H -2.268 2.513 -0.806
43 H -2.630 1.215 0.232
44 H -0.750 3.245 0.784
45 H 0.286 2.371 -0.138
46 H -0.795 1.342 2.550
47 H 0.840 1.368 2.055
48 C 2.872 7.629 1.438
49 C 3.553 7.176 2.772
50 C 2.726 7.624 3.993
51 C 1.380 7.070 4.104
52 N 0.332 6.581 4.178
53 H 3.427 7.149 0.632
54 H 2.820 8.713 1.336
55 H 1.865 7.237 1.301
56 H 4.589 7.501 2.873
57 H 3.655 6.102 2.932
58 H 2.604 8.692 3.815
59 H 3.157 7.209 4.905
60 C -4.694 -6.100 2.608
61 C -4.599 -5.865 1.109
62 C -4.759 -7.079 0.169
63 C -6.009 -7.776 0.460
64 N -6.956 -8.398 0.691
65 H -3.878 -6.637 3.092
66 H -5.682 -6.513 2.811
67 H -4.848 -5.202 3.205
68 H -3.691 -5.381 0.750
69 H -5.381 -5.149 0.854
70 H -3.984 -7.843 0.241
71 H -4.778 -6.792 -0.882
72 C 6.083 4.172 -3.127
73 C 6.013 3.394 -4.421
74 C 5.963 1.779 -4.262
75 C 4.830 1.362 -3.381
76 N 3.963 0.976 -2.682
77 H 6.143 5.253 -3.248
78 H 6.934 3.849 -2.528
79 H 5.233 3.984 -2.471
80 H 6.790 3.767 -5.089
81 H 5.136 3.662 -5.011
82 H 6.949 1.519 -3.875
83 H 5.821 1.309 -5.235

As for the HOMO energy: -9.679 eV. For the total energy, the calculation gives -41261.0862 eV. The value obtained for the LUMO energy is 0.0070 Ha. Its SMILES is c1ccncc1.CCCC#N.CCCC#N.CCCC#N.CCCC#N.CCCC#N.CCCC#N. As for the frontier orbital gap: 9.870 eV.



No. 4
Formula: C10H16GdN2PSe
Source: the Open Molecules 2025 dataset
Level of theory: ωB97M-V/def2-TZVPD

Geometry (Å):
1 C -0.487 -0.553 -3.279
2 C -1.311 0.625 -3.283
3 C -0.471 1.772 -3.237
4 C 0.867 1.349 -3.282
5 C 0.905 -0.085 -3.274
6 Gd 0.195 -0.591 -0.369
7 P -0.030 -3.204 -1.243
8 H -0.797 -1.547 -3.632
9 H -2.405 0.598 -3.299
10 H -0.822 2.791 -3.153
11 H 1.763 -0.716 -3.541
12 H 1.739 1.978 -3.246
13 H 1.029 -3.801 -1.968
14 H -1.130 -3.699 -1.996
15 H -0.088 -4.103 -0.117
16 C 1.793 2.252 3.111
17 N 0.860 1.152 2.933
18 C 0.532 0.177 3.852
19 C -0.391 -0.630 3.279
20 N -0.597 -0.159 1.988
21 C -1.680 -0.678 1.111
22 C 0.152 1.010 1.792
23 Se 0.066 2.174 0.352
24 H 2.130 2.254 4.139
25 H 1.323 3.211 2.894
26 H 2.659 2.148 2.458
27 H 0.991 0.176 4.819
28 H -0.941 -1.454 3.673
29 H -1.382 -1.746 0.713
30 H -2.664 -0.755 1.573
31 H -1.807 0.055 0.234

The spin multiplicity is 8. As for the HOMO energy (alpha / beta): -3.794 / -7.289 eV. For the total energy, the calculation gives -109067.1066 eV. The value obtained for the LUMO energy (alpha / beta) is 0.0216 / -0.0898 Ha. As for the frontier orbital gap (alpha / beta): 4.382 / 4.846 eV.



No. 5
Formula: C60H90O45
Source: the Open Molecules 2025 dataset
Level of theory: ωB97M-V/def2-TZVPD

Geometry (Å):
1 C -1.693 -2.436 3.517
2 C -0.574 -3.487 3.421
3 C -0.795 -4.805 4.099
4 O -0.367 -5.814 3.195
5 C -0.198 -5.228 1.985
6 O 0.046 -5.798 0.926
7 O -0.312 -3.888 2.144
8 H -2.711 -2.816 3.608
9 H -1.624 -1.929 2.554
10 H -1.549 -1.707 4.314
11 H 0.368 -3.132 3.839
12 H -1.843 -4.868 4.391
13 H -0.302 -4.852 5.070
14 C 3.966 1.752 -0.785
15 C 5.429 1.403 -0.997
16 C 6.314 2.126 -1.995
17 O 7.096 2.964 -1.119
18 C 6.851 2.743 0.187
19 O 7.418 3.371 1.091
20 O 5.969 1.763 0.286
21 H 3.397 1.534 -1.688
22 H 3.851 2.818 -0.587
23 H 3.541 1.168 0.031
24 H 5.519 0.325 -1.137
25 H 5.686 2.715 -2.664
26 H 6.983 1.517 -2.602
27 C -1.433 6.370 0.470
28 C -0.959 5.020 1.032
29 C 0.326 4.500 0.364
30 O 0.838 3.703 1.382
31 C 0.335 4.089 2.605
32 O 0.647 3.676 3.719
33 O -0.557 5.066 2.367
34 H -2.162 6.839 1.131
35 H -1.848 6.347 -0.538
36 H -0.563 7.024 0.417
37 H -1.775 4.304 0.936
38 H 1.043 5.250 0.029
39 H 0.016 4.059 -0.583
40 C 3.207 6.713 -4.009
41 C 2.735 5.290 -4.346
42 C 3.214 4.237 -3.368
43 O 2.043 3.514 -3.085
44 C 0.984 4.163 -3.500
45 O -0.150 3.773 -3.333
46 O 1.309 5.336 -4.172
47 H 2.633 7.480 -4.528
48 H 4.282 6.694 -4.192
49 H 3.216 6.869 -2.930
50 H 2.769 5.036 -5.405
51 H 3.693 4.609 -2.462
52 H 3.876 3.550 -3.895
53 C -5.674 0.771 0.583
54 C -5.013 -0.459 -0.115
55 C -6.062 -1.573 -0.118
56 O -6.173 -2.008 -1.448
57 C -5.486 -1.234 -2.214
58 O -5.383 -1.332 -3.481
59 O -4.945 -0.254 -1.514
60 H -4.963 1.572 0.787
61 H -6.188 0.578 1.524
62 H -6.435 1.268 -0.018
63 H -4.090 -0.916 0.242
64 H -6.991 -1.258 0.356
65 H -5.764 -2.446 0.462
66 C 3.788 -2.735 -5.254
67 C 3.887 -1.250 -5.660
68 C 3.080 -0.300 -4.801
69 O 4.094 0.570 -4.332
70 C 5.254 0.311 -4.889
71 O 6.295 0.906 -4.648
72 O 5.227 -0.832 -5.463
73 H 3.994 -2.925 -4.200
74 H 4.406 -3.313 -5.941
75 H 2.758 -3.041 -5.436
76 H 3.561 -1.065 -6.683
77 H 2.708 -0.823 -3.920
78 H 2.246 0.258 -5.227
79 C -2.993 -3.367 -4.995
80 C -2.028 -2.185 -4.646
81 C -0.879 -2.601 -3.774
82 O 0.211 -1.977 -4.440
83 C -0.121 -1.456 -5.604
84 O 0.684 -0.950 -6.417
85 O -1.381 -1.730 -5.809
86 H -2.451 -4.105 -5.588
87 H -3.870 -3.062 -5.566
88 H -3.479 -3.888 -4.171
89 H -2.606 -1.374 -4.203
90 H -0.683 -3.672 -3.719
91 H -0.965 -2.278 -2.736
92 C 5.678 1.074 4.034
93 C 4.219 1.194 4.476
94 C 3.285 2.095 3.646
95 O 2.210 1.290 3.403
96 C 2.355 0.080 3.998
97 O 1.479 -0.718 4.117
98 O 3.588 -0.022 4.495
99 H 6.300 0.627 4.809
100 H 6.156 2.007 3.734
101 H 5.803 0.429 3.165
102 H 4.322 1.561 5.498
103 H 3.772 2.445 2.735
104 H 3.031 2.985 4.222
105 C -1.572 1.392 4.818
106 C -1.378 0.761 6.276
107 C -0.111 1.233 6.910
108 O -0.606 1.748 8.151
109 C -1.920 1.607 8.264
110 O -2.635 1.768 9.260
111 O -2.382 1.189 7.129
112 H -2.087 2.343 4.952
113 H -2.076 0.581 4.293
114 H -0.611 1.505 4.316
115 H -1.388 -0.327 6.333
116 H 0.436 1.942 6.289
117 H 0.488 0.366 7.188
118 C -3.575 3.040 -1.946
119 C -3.163 2.909 -3.447
120 C -2.664 1.526 -3.885
121 O -3.625 1.227 -4.881
122 C -4.385 2.260 -5.177
123 O -5.163 2.292 -6.108
124 O -4.237 3.163 -4.202
125 H -3.912 4.055 -1.735
126 H -2.687 2.966 -1.317
127 H -4.288 2.327 -1.534
128 H -2.447 3.701 -3.664
129 H -2.739 0.721 -3.154
130 H -1.634 1.609 -4.234
131 C 0.714 0.702 -1.566
132 C -0.278 0.139 -0.579
133 C 0.205 0.002 0.864
134 O -0.734 0.552 1.668
135 C -1.645 1.173 0.934
136 O -2.495 1.936 1.411
137 O -1.334 1.028 -0.381
138 H 1.115 1.705 -1.420
139 H 0.403 0.677 -2.610
140 H 1.587 0.062 -1.441
141 H -0.701 -0.792 -0.956
142 H 1.147 0.528 1.018
143 H 0.384 -1.054 1.070
144 C -5.003 2.316 4.415
145 C -5.551 3.597 3.785
146 C -4.404 4.562 3.301
147 O -4.704 4.861 1.955
148 C -5.799 4.186 1.619
149 O -6.410 4.433 0.582
150 O -6.162 3.295 2.562
151 H -4.181 1.830 3.889
152 H -5.748 1.538 4.579
153 H -4.562 2.569 5.379
154 H -6.322 4.049 4.409
155 H -3.466 4.027 3.447
156 H -4.380 5.474 3.897
157 C 3.113 -6.674 -0.669
158 C 2.906 -5.732 -1.835
159 C 1.504 -5.714 -2.435
160 O 1.403 -4.363 -2.738
161 C 2.147 -3.631 -1.974
162 O 2.070 -2.387 -1.789
163 O 2.995 -4.407 -1.337
164 H 2.510 -6.396 0.195
165 H 4.136 -6.798 -0.314
166 H 2.827 -7.706 -0.869
167 H 3.679 -5.823 -2.599
168 H 0.745 -6.048 -1.727
169 H 1.444 -6.329 -3.333
170 C 2.844 -3.248 1.665
171 C 4.319 -3.271 1.213
172 C 4.810 -1.838 1.001
173 O 6.087 -1.750 1.581
174 C 6.291 -2.875 2.374
175 O 7.238 -3.088 3.126
176 O 5.189 -3.596 2.274
177 H 2.769 -2.542 2.492
178 H 2.426 -4.165 2.079
179 H 2.223 -2.842 0.868
180 H 4.502 -3.842 0.303
181 H 4.265 -1.004 1.443
182 H 4.762 -1.583 -0.058
183 C -5.339 -5.161 1.825
184 C -4.206 -5.286 0.823
185 C -4.812 -5.316 -0.644
186 O -3.827 -4.494 -1.347
187 C -3.236 -3.686 -0.470
188 O -2.548 -2.711 -0.693
189 O -3.483 -4.047 0.755
190 H -5.011 -4.743 2.777
191 H -5.690 -6.152 2.114
192 H -6.173 -4.549 1.482
193 H -3.525 -6.101 1.071
194 H -5.818 -4.905 -0.722
195 H -4.806 -6.315 -1.079

The calculation puts the energy relative to the best compared isomer or geometry (same formula, charge and spin) at 132.6 kcal/mol. As for the HOMO energy: -10.030 eV. For the total energy, the calculation gives -155818.1041 eV. The value obtained for the LUMO energy is -0.0069 Ha. As for the frontier orbital gap: 9.842 eV.



No. 6
Formula: C5H8BrNO
Source: the Open Molecules 2025 dataset
Level of theory: ωB97M-V/def2-TZVPD

Geometry (Å):
1 C 0.430 1.200 -0.572
2 C 0.118 0.316 0.338
3 C 1.016 2.474 -0.287
4 C -1.950 -1.038 -0.389
5 C -0.477 -1.042 0.037
6 N 0.427 0.649 -1.861
7 O 1.029 1.220 -2.728
8 Br 0.141 0.852 2.148
9 H 0.270 3.271 -0.151
10 H 1.445 2.752 -1.260
11 H 1.677 2.489 0.577
12 H -2.419 -0.241 0.297
13 H -2.353 -2.043 -0.163
14 H -2.266 -0.892 -1.342
15 H -0.283 -1.746 0.841
16 H 0.070 -1.461 -0.820

The calculation puts the energy relative to the best compared isomer or geometry (same formula, charge and spin) at 89.4 kcal/mol. As for the HOMO energy (alpha / beta): -9.011 / -9.012 eV. For the total energy, the calculation gives -78891.4482 eV. The value obtained for the LUMO energy (alpha / beta) is -0.0210 / -0.0210 Ha. Its SMILES is CC/C(Br)=C(/C)N=O. As for the frontier orbital gap (alpha / beta): 8.440 / 8.440 eV.



No. 7
Formula: C29H24BBaCl2F4IN4S
Source: the Open Molecules 2025 dataset
Level of theory: ωB97M-V/def2-TZVPD

Geometry (Å):
1 Ba 0.986 -1.275 -1.011
2 C -1.675 2.581 1.084
3 C -1.520 1.137 1.438
4 N -0.595 0.638 2.159
5 N 0.307 1.500 2.762
6 C 1.294 1.948 2.074
7 N 2.112 2.877 2.750
8 S 1.746 1.628 0.424
9 C -2.570 0.165 0.995
10 C -2.544 -1.160 1.449
11 C -3.562 -2.010 1.071
12 C -4.569 -1.528 0.242
13 C -4.501 -0.209 -0.167
14 N -3.534 0.630 0.201
15 H -1.087 2.802 0.190
16 H -1.279 3.193 1.895
17 H -2.714 2.820 0.880
18 H 2.001 2.791 3.751
19 H 3.071 2.825 2.447
20 H -1.727 -1.486 2.075
21 H -3.558 -3.042 1.404
22 H -5.377 -2.165 -0.095
23 H -5.259 0.200 -0.828
24 I -1.664 -3.945 -1.495
25 C -1.472 -4.879 0.367
26 C -2.248 -5.978 0.606
27 C -2.170 -6.619 1.862
28 C -1.331 -6.136 2.822
29 C -0.526 -4.994 2.581
30 C 0.337 -4.489 3.584
31 C 1.089 -3.378 3.335
32 C 1.010 -2.735 2.076
33 C 0.207 -3.160 1.036
34 C -0.572 -4.325 1.324
35 H -2.917 -6.353 -0.156
36 H -2.782 -7.493 2.054
37 H -1.267 -6.618 3.793
38 H 0.379 -4.997 4.542
39 H 1.746 -2.981 4.103
40 H 1.610 -1.828 1.970
41 F 2.752 -2.193 -2.095
42 B 3.593 -3.015 -3.038
43 F 4.172 -2.126 -3.918
44 F 2.714 -3.884 -3.657
45 F 4.522 -3.669 -2.253
46 Cl 5.873 0.657 2.346
47 C 4.968 0.406 0.822
48 Cl 4.619 -1.292 0.517
49 H 5.590 0.776 0.015
50 H 4.020 0.939 0.894
51 C 2.305 2.942 -5.377
52 C 2.888 2.120 -4.389
53 C 2.095 1.335 -3.600
54 C 0.677 1.309 -3.733
55 C -0.111 0.461 -2.872
56 C -1.474 0.572 -3.072
57 C -2.072 1.400 -4.054
58 C -1.300 2.171 -4.873
59 C 0.110 2.151 -4.725
60 C 0.949 2.955 -5.537
61 H 2.935 3.564 -6.004
62 H 3.964 2.108 -4.259
63 H 2.566 0.717 -2.840
64 H -2.162 0.001 -2.447
65 H -3.154 1.424 -4.153
66 H -1.746 2.808 -5.632
67 H 0.492 3.588 -6.292

The calculation puts the energy relative to the best compared isomer or geometry (same formula, charge and spin) at 24.9 kcal/mol. The total charge is -2. As for the HOMO energy: -2.290 eV. For the total energy, the calculation gives -92652.6216 eV. The value obtained for the LUMO energy is 0.1439 Ha. As for the frontier orbital gap: 6.206 eV.



No. 8
Formula: C7H17NSi2
Source: the Open Molecules 2025 dataset
Level of theory: ωB97M-V/def2-TZVPD

Geometry (Å):
1 C 1.480 1.863 -0.452
2 C 0.710 0.827 -0.860
3 C 3.507 1.717 0.818
4 C -3.473 -1.061 -1.333
5 C -4.970 0.979 -0.094
6 C 2.192 -1.567 0.910
7 C 3.518 -0.799 -2.020
8 N 2.770 1.313 -0.290
9 Si -3.717 -0.445 0.439
10 Si 2.238 -0.373 -0.612
11 H 1.269 2.913 -0.182
12 H -0.078 0.846 -1.566
13 H 3.076 1.326 1.779
14 H 4.523 1.342 0.672
15 H 3.475 2.837 0.787
16 H -3.967 -0.693 -2.201
17 H -2.445 -0.941 -1.479
18 H -3.601 -2.070 -1.450
19 H -6.031 0.528 -0.289
20 H -5.031 1.861 0.609
21 H -4.706 1.221 -1.085
22 H 2.084 -0.969 1.828
23 H 1.481 -2.395 0.827
24 H 3.090 -2.217 0.723
25 H 4.056 0.118 -2.385
26 H 4.256 -1.472 -1.580
27 H 2.858 -1.283 -2.832

The calculation puts the energy relative to the best compared isomer or geometry (same formula, charge and spin) at 32.1 kcal/mol. As for the HOMO energy: -7.865 eV. For the total energy, the calculation gives -24776.2616 eV. The value obtained for the LUMO energy is -0.0025 Ha. As for the frontier orbital gap: 7.797 eV.